(1)
{
  "formula": "C5H26NO8",
  "method": "ωB97M-V/def2-TZVPD",
  "mol_weight_g_mol": 228.26,
  "multiplicity": 1,
  "lumo_ev": 3.301,
  "e_above_lowest_kj_mol": 100.1,
  "charge": -1,
  "largest_force_ev_per_a": 1.68,
  "orbital_gap_ev": 9.0,
  "energy_ev": -23478.82605,
  "elements": ["C", "C", "C", "C", "N", "C", "O", "H", "H", "H", "H", "H", "H", "H", "H", "H", "H", "H", "H", "H", "H", "O", "H", "H", "O", "H", "H", "O", "H", "H", "O", "H", "H", "O", "H", "H", "O", "H", "H", "O"],
  "coordinates": [[-2.116, -2.668, 0.093], [-2.136, -1.443, -0.856], [-1.951, -0.164, 0.003], [-2.844, 1.038, -0.262], [-1.079, -1.735, -1.857], [-0.806, -0.678, -2.822], [0.030, 0.364, -2.356], [-1.327, -2.463, 0.821], [-3.147, -2.810, 0.417], [-1.877, -3.593, -0.430], [-3.077, -1.255, -1.396], [-2.155, -0.341, 1.066], [-0.910, 0.082, -0.196], [-3.916, 0.863, -0.133], [-2.691, 1.261, -1.327], [-2.596, 1.856, 0.405], [-0.187, -2.004, -1.451], [-0.245, -1.113, -3.666], [-1.731, -0.347, -3.319], [0.795, -0.028, -1.864], [2.730, -0.952, -1.084], [1.925, -0.550, -0.723], [2.467, 1.933, -0.012], [2.025, 3.317, 0.378], [2.418, 2.526, 0.749], [-0.534, 0.971, 2.442], [-1.855, 1.086, 3.221], [-1.404, 1.411, 2.440], [1.671, 1.406, 2.811], [1.892, 0.030, 2.749], [1.325, 0.634, 3.286], [-0.249, 2.919, -0.836], [0.365, 2.170, -2.047], [0.274, 3.045, -1.624], [1.416, -2.280, 2.016], [1.477, -1.632, 0.486], [1.540, -2.446, 1.083], [3.759, -0.665, 1.474], [2.598, 0.000, 0.651], [3.244, 0.153, 1.434]],
  "forces_ev_per_a": [[-0.69, 0.47, -1.16], [0.60, -0.25, 0.19], [-0.19, -0.24, 0.63], [0.12, -0.31, -1.50], [-0.72, 1.26, -0.78], [1.01, -1.15, -0.69], [-0.88, 0.70, -0.17], [-0.49, -0.32, 0.39], [0.25, 0.09, 1.00], [0.20, 0.10, -0.23], [0.08, -0.80, -0.12], [0.69, -0.61, -0.24], [0.09, 0.46, 0.71], [0.01, -0.41, 0.07], [-0.19, 0.73, 0.19], [0.26, 0.17, -0.20], [-0.19, -0.02, 0.40], [-0.12, -0.41, 0.15], [0.09, 0.51, 0.79], [0.35, -0.25, 0.44], [-0.37, 0.13, 0.07], [-0.07, 0.12, -0.14], [-0.03, -0.20, 0.10], [-0.23, 0.18, -0.17], [-0.01, 0.28, 0.05], [-0.06, 0.11, 0.29], [0.12, -0.06, 0.14], [0.12, 0.20, 0.02], [-0.27, 0.56, 0.27], [-0.22, -0.11, 0.45], [0.41, -0.22, -0.82], [-0.25, -0.39, 0.23], [-0.43, 0.03, 0.34], [0.56, 0.45, -0.49], [-0.14, 0.56, -0.07], [0.32, -0.33, 0.49], [-0.12, -0.45, -0.55], [-0.27, 0.16, -0.13], [0.76, -0.20, 0.19], [-0.11, -0.54, -0.13]],
  "lowdin_charge": [-0.06, -0.38, -0.24, -0.11, -0.02, -0.29, -0.13, 0.07, 0.07, 0.06, 0.13, 0.09, 0.10, 0.07, 0.07, 0.05, 0.10, 0.10, 0.12, 0.02, -0.01, -0.36, 0.02, 0.02, -0.06, 0.02, 0.04, -0.07, 0.02, 0.01, -0.10, 0.01, 0.00, -0.08, 0.01, -0.02, -0.13, 0.04, -0.01, -0.15]
}

---

(2)
{
  "formula": "C4H7NO2",
  "method": "ωB97M-V/def2-TZVPD",
  "mol_weight_g_mol": 101.10,
  "multiplicity": 1,
  "lumo_ev": [-0.094, -0.093],
  "e_above_lowest_kj_mol": 770.6,
  "largest_force_ev_per_a": 0.98,
  "orbital_gap_ev": [8.6, 8.6],
  "energy_ev": -9839.29343,
  "elements": ["O", "C", "C", "C", "N", "C", "O", "H", "H", "H", "H", "H", "H", "H"],
  "coordinates": [[-0.709, -1.481, -1.414], [0.499, -1.007, -0.901], [0.316, -0.155, 0.345], [-1.013, 0.576, 0.541], [-0.724, -0.607, 1.260], [1.074, 1.045, 0.469], [1.923, 1.689, 0.948], [-1.239, -1.789, -0.665], [1.181, -1.826, -0.630], [0.975, -0.415, -1.688], [-0.858, 1.270, -0.726], [-0.980, 1.488, 1.164], [-0.615, -0.527, 2.268], [-0.001, 1.754, -0.891]],
  "forces_ev_per_a": [[-0.19, -0.17, 0.09], [0.27, 0.14, 0.00], [0.14, 0.02, -0.27], [-0.31, 0.10, 0.18], [0.01, -0.09, 0.28], [0.64, 0.35, 0.50], [-0.75, -0.46, -0.42], [0.03, 0.01, -0.12], [-0.09, 0.07, -0.06], [-0.03, -0.04, 0.10], [0.28, 0.12, -0.08], [0.08, -0.04, -0.14], [0.02, 0.00, -0.08], [-0.09, -0.02, 0.02]],
  "lowdin_charge": [-0.05, -0.22, -0.46, -0.16, 0.10, -0.17, 0.18, 0.09, 0.13, 0.13, 0.09, 0.10, 0.12, 0.11]
}

---

(3)
{
  "formula": "C5H11N3O",
  "method": "ωB97M-V/def2-TZVPD",
  "mol_weight_g_mol": 129.16,
  "multiplicity": 1,
  "lumo_ev": 0.961,
  "e_above_lowest_kj_mol": 41.9,
  "largest_force_ev_per_a": 0.53,
  "orbital_gap_ev": 10.4,
  "energy_ev": -11881.33677,
  "elements": ["H", "N", "C", "N", "C", "N", "O", "H", "H", "H", "H", "C", "C", "C", "H", "H", "H", "H", "H", "H"],
  "coordinates": [[-2.130, -1.721, 1.578], [-1.846, -0.783, 1.305], [-2.030, -0.509, 0.078], [-2.543, -1.279, -0.904], [-1.629, 0.868, -0.412], [-1.180, 1.657, 0.570], [-1.735, 1.182, -1.582], [-2.590, -0.875, -1.826], [-2.837, -2.227, -0.752], [-1.097, 1.243, 1.485], [-0.826, 2.577, 0.374], [1.578, -0.386, 1.143], [1.760, -0.130, -0.139], [3.048, 0.316, -0.745], [0.624, -0.701, 1.531], [2.382, -0.289, 1.857], [0.936, -0.234, -0.834], [3.381, -0.403, -1.493], [2.913, 1.273, -1.248], [3.822, 0.419, 0.013]],
  "forces_ev_per_a": [[-0.04, 0.02, -0.16], [0.06, -0.03, 0.53], [-0.16, -0.46, -0.07], [-0.07, 0.00, -0.31], [0.07, 0.42, 0.13], [-0.01, 0.13, 0.14], [-0.03, -0.07, -0.29], [0.00, -0.03, 0.03], [0.05, 0.10, 0.05], [0.03, 0.05, 0.03], [-0.03, -0.11, -0.08], [-0.08, -0.10, 0.18], [0.12, 0.05, -0.14], [-0.05, -0.02, 0.00], [-0.18, -0.05, 0.02], [0.24, 0.05, 0.09], [-0.17, -0.05, -0.03], [0.09, 0.00, -0.08], [0.08, 0.07, -0.07], [0.09, 0.02, 0.02]],
  "lowdin_charge": [0.06, 0.12, -0.44, 0.15, -0.52, 0.18, 0.05, 0.10, 0.11, 0.09, 0.12, -0.02, -0.25, -0.11, 0.02, 0.05, 0.08, 0.07, 0.07, 0.07]
}

---

(4)
{
  "formula": "C7H12",
  "method": "ωB97M-V/def2-TZVPD",
  "mol_weight_g_mol": 96.17,
  "multiplicity": 1,
  "lumo_ev": 1.079,
  "e_above_lowest_kj_mol": 359.5,
  "largest_force_ev_per_a": 0.36,
  "orbital_gap_ev": 10.1,
  "energy_ev": -7449.70499,
  "elements": ["C", "C", "C", "C", "C", "C", "C", "H", "H", "H", "H", "H", "H", "H", "H", "H", "H", "H", "H"],
  "coordinates": [[-0.788, -1.373, 1.084], [0.161, -1.170, 0.171], [1.612, -1.471, 0.422], [-0.169, -0.555, -1.184], [-0.535, 0.874, -1.002], [-0.252, 2.136, -0.979], [-1.618, 1.770, -0.476], [-1.832, -1.150, 0.879], [-0.549, -1.764, 2.070], [2.234, -0.593, 0.207], [1.960, -2.280, -0.233], [1.788, -1.769, 1.459], [0.690, -0.637, -1.859], [-1.005, -1.089, -1.650], [0.444, 2.945, -1.135], [-2.499, 1.975, -1.094], [-1.828, 1.796, 0.599], [1.474, 1.304, 2.100], [0.883, 1.055, 1.726]],
  "forces_ev_per_a": [[0.09, 0.00, -0.11], [-0.12, -0.04, 0.16], [0.06, -0.01, 0.04], [0.00, -0.02, -0.09], [0.13, 0.23, 0.00], [0.12, -0.23, -0.10], [-0.33, 0.03, 0.15], [0.15, -0.02, 0.00], [-0.01, 0.03, -0.15], [-0.10, -0.10, 0.02], [-0.07, 0.13, 0.06], [-0.05, 0.03, -0.14], [-0.10, 0.02, 0.12], [0.08, 0.08, 0.08], [-0.09, -0.13, 0.00], [0.15, -0.05, 0.08], [0.08, 0.00, -0.15], [0.05, 0.05, 0.05], [-0.04, 0.00, 0.00]],
  "lowdin_charge": [0.04, -0.39, -0.09, -0.12, -0.23, -0.01, -0.12, 0.07, 0.06, 0.07, 0.08, 0.08, 0.12, 0.12, 0.09, 0.08, 0.07, 0.05, 0.03]
}

---

(5)
{
  "formula": "C11H16Si",
  "method": "ωB97M-V/def2-TZVPD",
  "mol_weight_g_mol": 176.34,
  "multiplicity": 1,
  "lumo_ev": 0.865,
  "e_above_lowest_kj_mol": 31.4,
  "largest_force_ev_per_a": 1.64,
  "orbital_gap_ev": 10.0,
  "energy_ev": -19544.20690,
  "elements": ["C", "Si", "C", "C", "C", "C", "C", "C", "C", "C", "C", "C", "H", "H", "H", "H", "H", "H", "H", "H", "H", "H", "H", "H", "H", "H", "H", "H"],
  "coordinates": [[-0.699, 2.061, -0.378], [-1.534, 0.434, -0.727], [-0.517, -0.422, -2.031], [-3.301, 0.620, -1.306], [-1.640, -0.651, 0.753], [-0.639, -1.298, 1.343], [0.785, -0.942, 1.210], [1.187, 0.322, 1.633], [2.505, 0.713, 1.448], [3.430, -0.158, 0.905], [3.004, -1.415, 0.505], [1.714, -1.838, 0.692], [-0.684, 2.269, 0.707], [0.324, 2.017, -0.746], [-1.261, 2.865, -0.862], [-1.090, -1.276, -2.356], [-0.324, 0.272, -2.841], [0.418, -0.753, -1.584], [-3.558, -0.227, -1.974], [-3.453, 1.562, -1.833], [-3.891, 0.626, -0.401], [-2.676, -0.819, 0.937], [-0.891, -1.922, 2.197], [0.476, 0.986, 2.042], [2.813, 1.730, 1.613], [4.440, 0.104, 0.700], [3.685, -2.057, 0.000], [1.378, -2.802, 0.352]],
  "forces_ev_per_a": [[-0.44, 0.39, 0.62], [0.60, 0.25, -0.62], [-0.16, 0.22, 0.49], [0.47, -0.14, -0.42], [0.61, 0.03, -0.81], [-0.90, 0.40, 1.30], [-0.19, -0.09, 0.19], [0.92, -0.72, -0.72], [0.25, 0.19, -0.13], [-0.83, -0.47, -0.31], [0.35, -0.04, 0.14], [-0.53, 0.51, -0.06], [0.03, 0.05, -0.51], [0.06, 0.19, 0.01], [0.28, 0.07, -0.05], [0.02, -0.39, -0.42], [0.10, -0.06, -0.35], [0.15, -0.03, -0.14], [-0.12, 0.46, 0.49], [-0.11, -0.05, -0.09], [-0.61, -0.07, 0.05], [-0.59, -0.75, 0.91], [0.13, -0.49, -0.14], [-0.63, 0.59, 0.36], [-0.03, 0.27, 0.44], [0.58, 0.46, 0.03], [0.58, -0.51, -0.20], [0.01, -0.26, -0.07]],
  "lowdin_charge": [-0.18, 0.46, -0.16, -0.18, -0.14, -0.12, -0.26, -0.05, -0.07, -0.08, -0.09, -0.05, 0.03, 0.03, 0.03, 0.03, 0.03, 0.02, 0.04, 0.03, 0.02, 0.05, 0.11, 0.09, 0.10, 0.09, 0.10, 0.12]
}

---

(6)
{
  "formula": "C5H8N2O",
  "method": "ωB97M-V/def2-TZVPD",
  "mol_weight_g_mol": 112.13,
  "multiplicity": 1,
  "lumo_ev": 1.076,
  "e_above_lowest_kj_mol": 641.6,
  "largest_force_ev_per_a": 6.13,
  "orbital_gap_ev": 9.5,
  "energy_ev": -10336.07643,
  "elements": ["N", "C", "C", "N", "C", "C", "O", "C", "H", "H", "H", "H", "H", "H", "H", "H"],
  "coordinates": [[-0.699, 1.569, 1.775], [-0.849, 0.435, 0.883], [-0.177, 0.916, -0.539], [1.112, 0.672, 0.227], [0.404, -0.614, 0.740], [-0.192, -1.433, -0.378], [0.704, -1.420, -1.542], [-0.280, -0.366, -1.470], [-0.961, 1.568, 2.953], [0.252, 2.160, 1.374], [-1.729, -0.210, 0.963], [-0.089, 1.849, -1.033], [1.930, 0.525, -0.330], [0.671, -0.900, 1.633], [-0.998, -2.275, -0.342], [-1.032, -0.676, -2.309]],
  "forces_ev_per_a": [[1.02, 1.83, 1.97], [1.51, 0.46, -0.34], [2.08, -2.46, 0.28], [-1.27, -2.17, -0.37], [-2.60, 4.58, -3.13], [0.40, -0.55, -2.50], [0.11, 0.81, 1.17], [-2.85, -2.49, 0.19], [1.47, -0.38, -5.04], [-3.48, -2.46, 2.51], [-0.61, 1.08, -0.17], [-1.04, 1.14, -0.23], [0.43, -0.38, -0.71], [1.91, -2.33, 4.39], [1.91, 1.58, 0.31], [0.99, 1.72, 1.69]],
  "lowdin_charge": [-0.07, -0.27, -0.15, 0.00, -0.15, -0.20, -0.06, -0.18, 0.17, 0.16, 0.13, 0.11, 0.09, 0.07, 0.18, 0.17]
}